No. 1
Below is a 2-piece molecular cluster, C5H9N2 overall in a non-equilibrium geometry, with properties calculated with ωB97M-V/def2-TZVPD.

Calculated values
- Relative energy (zero: lowest compared OMol25 entry of this formula, charge and spin): 3.459 eV
- Total charge: +1
- Energy: -8302.2733 eV
- Strongest force on any atom: 2.09 eV Å⁻¹

Geometry as XYZ:
```
16
Properties=species:S:1:pos:R:3:nbo_charge:R:1
C 1.0611 0.5462 0.2479 0.2475
C -2.3253 0.2883 -0.2809 -0.0633
C -1.3312 -0.1727 0.4798 -0.1268
C -3.7280 -0.1554 -0.1440 -0.6557
C 3.4720 0.5689 -0.1796 0.1358
N -0.0501 0.2266 0.3335 -0.4157
N 3.9208 -0.6189 0.0222 -0.6362
H -2.1218 1.0323 -1.0404 0.2160
H -1.4688 -0.9072 1.2623 0.2311
H -3.8198 -1.0131 0.5196 0.2254
H -4.3339 0.6618 0.2497 0.2460
H -4.1406 -0.4080 -1.1204 0.2419
H 3.5132 1.3142 0.6023 0.2443
H 3.1989 0.8851 -1.1762 0.2409
H 4.2246 -0.9316 0.9391 0.4349
H 3.9289 -1.3166 -0.7147 0.4338
```

No. 2
Below is C9H7N2OSbSe6Te2W as an isolated structure, with properties calculated with ωB97M-V/def2-TZVPD.

Calculated values
- Relative energy (zero: lowest compared OMol25 entry of this formula, charge and spin): 0.848 eV
- Multiplicity: 3
- Energy: -429503.8803 eV
- Strongest force on any atom: 0.59 eV Å⁻¹

Geometry as XYZ:
```
29
Properties=species:S:1:pos:R:3:nbo_charge:R:1
W -0.3718 0.0385 -1.9796 0.4976
Se -1.6741 2.3498 -0.5321 -0.3142
Te -1.3720 3.7066 -2.5002 0.3851
Te -0.1739 1.8806 -4.0480 -0.0019
Se 0.6936 -1.4559 -3.2639 0.1426
O 1.1120 1.0023 -1.1743 -0.7124
C 1.7076 1.2987 -0.0260 0.3479
C 2.7247 2.2580 -0.0166 -0.2373
C 3.3657 2.5682 1.1621 -0.1709
C 3.0072 1.9363 2.3524 -0.2380
C 2.0102 0.9870 2.3435 -0.1683
C 1.3526 0.6469 1.1541 -0.1389
C 0.3448 -0.3953 1.1065 0.4061
N -0.3738 -0.7866 0.0523 -0.5499
C -1.1752 -1.8329 0.4757 -0.0587
C -0.9402 -2.0722 1.7808 -0.0674
N 0.0261 -1.1687 2.1616 -0.4909
H 2.9856 2.7374 -0.9503 0.2329
H 4.1536 3.3100 1.1622 0.2216
H 3.5072 2.1894 3.2769 0.2216
H 1.7380 0.5135 3.2784 0.1955
H -1.8528 -2.3363 -0.1884 0.2594
H -1.3689 -2.7845 2.4610 0.2390
H 0.4355 -1.0905 3.0745 0.4284
Se -5.3292 -2.5912 -4.4774 -0.4829
Sb -4.2359 -2.9444 -2.4448 1.0289
Se -2.6607 -4.6308 -1.7504 -0.3990
Se -5.0198 -2.8239 -0.1804 -0.3763
Se -2.6159 -0.5099 -2.3096 -0.1995
```

No. 3
Below is an isolated ion of composition C5H10N3 and charge +1 in a non-equilibrium geometry, with properties calculated with ωB97M-V/def2-TZVPD.

Calculated values
- Relative energy (zero: lowest compared OMol25 entry of this formula, charge and spin): 4.999 eV
- Total charge: +1
- Energy: -9806.7497 eV
- Strongest force on any atom: 4.94 eV Å⁻¹

Geometry as XYZ:
```
18
Properties=species:S:1:pos:R:3:nbo_charge:R:1
C -0.7305 1.2054 -0.1138 0.0299
C 2.7237 0.1807 -0.3528 0.3792
C -2.7354 -0.0191 0.5579 0.0381
C 0.5337 1.1861 -0.4861 -0.1628
C -2.7346 -0.9434 -0.6167 -0.6870
N -1.6309 0.7213 0.7917 -0.4476
N 3.6019 -0.6904 0.2577 -0.7404
N 1.4817 0.2612 -0.0042 -0.5065
H 2.9904 0.7176 -1.4151 0.2595
H -3.1723 -0.3483 1.4560 0.1976
H 0.9509 1.9638 -1.0840 0.2205
H -2.3680 -1.9491 -0.3936 0.2358
H -2.3566 -0.5999 -1.4904 0.2338
H -3.7400 -1.0146 -0.8720 0.2452
H -1.6385 1.2103 1.6761 0.4330
H 4.5508 -0.5249 0.1680 0.4290
H 3.1833 -1.1936 1.0982 0.4204
H 1.0906 -0.1630 0.8232 0.4225
```

No. 4
Below is an isolated molecule of C5H5N3 in a non-equilibrium geometry, with properties calculated with ωB97M-V/def2-TZVPD.

Calculated values
- Relative energy (zero: lowest compared OMol25 entry of this formula, charge and spin): 6.009 eV
- SMILES: N/N=C1\C=C=NC=C1
- Energy: -9729.4797 eV
- Strongest force on any atom: 5.85 eV Å⁻¹

Geometry as XYZ:
```
13
Properties=species:S:1:pos:R:3:nbo_charge:R:1
N 0.1359 2.1558 0.3551 -0.5789
N 0.6949 1.2786 -0.4428 -0.1015
C 0.8321 0.1040 0.0510 0.1314
C 0.7137 -0.7781 1.2533 -0.4579
C -0.5075 -1.3350 1.1506 0.2879
N -1.4157 -1.5132 0.2121 -0.4634
C -1.0115 -1.2927 -1.0242 -0.0731
C 0.2434 -0.6530 -1.1360 -0.2083
H -0.2838 1.7746 1.2170 0.3764
H 0.2682 3.1550 0.2649 0.3947
H 1.3879 -1.2216 2.0861 0.2700
H -1.6060 -1.3238 -1.8561 0.2010
H 0.5484 -0.3505 -2.1309 0.2217
```